Entry 1:
# C13H26LiO10P3

A molecular structure, C13H26LiO10P3 (ωB97M-V with the def2-TZVPD basis set, the Open Molecules 2025 dataset).

Energy above the lowest of the compared OMol25 structures with the same formula, charge and spin in kcal/mol: 3.8
Gap between HOMO and LUMO in eV: 5.617
Strongest force on any atom in hartree/bohr: 0.005
Charge: -2
HOMO level in eV: -1.0

Structure (XYZ):
```
53
Properties=species:S:1:pos:R:3:forces:R:3:lowdin_charge:R:1
Li -0.820 0.823 0.314 0.1 -0.1 -0.1 0.599
C -2.858 1.520 1.155 -0.1 0.0 0.1 -0.301
C -2.085 1.004 2.224 -0.1 0.1 0.0 -0.288
C -1.867 -0.370 1.982 -0.1 -0.1 -0.1 -0.301
C -2.498 -0.709 0.765 0.0 0.1 0.0 -0.285
C -3.105 0.466 0.250 0.0 -0.2 0.0 -0.292
C -3.894 0.598 -1.018 0.0 0.0 0.0 -0.069
C -2.458 -2.065 0.126 0.0 0.0 0.0 -0.061
C -1.052 -1.296 2.833 0.0 0.0 0.0 -0.060
C -1.565 1.758 3.416 0.0 0.0 0.0 -0.069
C -3.326 2.932 0.960 0.0 0.0 0.0 -0.070
H -3.646 1.523 -1.549 0.0 0.0 0.0 0.066
H -4.980 0.611 -0.845 0.0 0.0 0.0 0.062
H -3.693 -0.228 -1.705 0.0 0.0 0.0 0.052
H -1.455 -2.497 0.186 0.0 0.0 0.0 0.039
H -2.725 -2.018 -0.933 0.0 0.0 0.0 0.054
H -3.145 -2.781 0.598 0.0 0.0 0.0 0.063
H -0.489 -2.001 2.215 0.0 0.0 0.0 0.041
H -1.664 -1.883 3.532 0.0 0.0 0.0 0.063
H -0.320 -0.742 3.427 0.0 0.0 0.0 0.065
H -0.475 1.690 3.505 0.0 0.0 0.0 0.072
H -1.984 1.389 4.361 0.0 0.0 0.0 0.065
H -1.815 2.821 3.359 0.0 0.0 0.0 0.052
H -2.980 3.340 0.005 0.0 0.0 0.0 0.068
H -2.943 3.596 1.739 0.0 0.0 0.0 0.053
H -4.420 3.017 0.980 0.0 0.0 0.0 0.062
O 2.555 -0.021 2.057 0.0 0.0 0.1 -0.163
P 2.123 0.372 0.530 0.0 -0.2 0.1 0.184
O 3.240 0.085 -0.407 0.0 0.0 0.0 -0.318
O 0.794 -0.300 0.275 0.0 0.2 0.0 -0.387
O 1.926 1.944 0.789 0.0 0.0 -0.1 -0.278
P 1.064 3.086 -0.008 0.0 0.2 0.0 0.163
O 0.639 4.008 1.277 0.0 0.0 0.0 -0.167
O 1.943 3.895 -0.874 0.0 0.0 0.0 -0.328
O -0.190 2.437 -0.522 0.1 -0.1 0.1 -0.379
H 2.332 -0.955 2.175 0.0 0.0 -0.1 0.026
H -0.104 3.575 1.714 0.0 0.0 0.0 0.029
C 2.225 -5.777 1.598 0.0 0.0 0.0 -0.199
O 2.259 -5.150 0.333 0.0 0.1 0.0 -0.374
P 1.613 -3.603 0.315 0.2 -0.2 -0.1 0.868
O 2.678 -2.874 1.303 0.0 0.1 0.0 -0.399
C 4.060 -2.717 0.936 0.1 0.0 0.0 -0.117
O 2.198 -3.317 -1.163 -0.2 0.0 0.0 -0.350
C 1.494 -2.370 -1.997 0.0 0.1 0.0 -0.122
H 2.420 -6.839 1.445 0.0 0.0 0.0 0.071
H 1.247 -5.660 2.081 0.0 0.0 0.0 0.070
H 2.986 -5.364 2.268 0.0 0.0 0.0 0.072
H 4.603 -2.499 1.855 0.0 0.0 0.0 0.083
H 4.157 -1.875 0.248 0.0 0.0 0.0 0.062
H 4.445 -3.638 0.492 0.0 0.0 0.0 0.075
H 2.231 -1.948 -2.676 0.0 0.0 0.0 0.083
H 1.059 -1.562 -1.405 0.1 0.0 0.0 0.043
H 0.719 -2.892 -2.565 0.0 0.0 0.0 0.073
```
Positions in Å, forces in eV/Å.

Entry 2:
# C8H18Cl2O3PPtS

A molecular structure, C8H18Cl2O3PPtS at a distorted geometry (ωB97M-V with the def2-TZVPD basis set, the Open Molecules 2025 dataset).

Energy above the lowest of the compared OMol25 structures with the same formula, charge and spin in kcal/mol: 40.2
Gap between HOMO and LUMO (spin up / spin down) in eV: 6.047 / 5.644
Spin multiplicity: 5
Strongest force on any atom in hartree/bohr: 0.173
Charge: +3
HOMO level (spin up / spin down) in eV: -19.7 / -21.6

Structure (XYZ):
```
34
Properties=species:S:1:pos:R:3:forces:R:3:lowdin_charge:R:1
C -0.766 2.843 0.651 -0.4 1.3 -0.7 -0.061
C -0.042 1.642 0.939 4.7 -1.1 5.7 -0.262
H -0.360 3.563 1.373 -0.2 0.1 0.1 0.159
H -1.839 2.632 0.790 0.4 0.5 -0.2 0.101
H -0.531 3.120 -0.396 -0.4 0.3 0.8 0.082
O 0.730 1.315 1.798 -3.4 0.5 -4.1 0.216
Cl -1.261 1.181 -1.426 -0.5 -1.5 -1.3 0.395
Pt 0.050 -1.033 0.091 -1.8 2.4 -2.0 0.679
P 1.828 -0.075 -1.030 2.7 0.5 -2.6 0.677
C 3.388 -0.569 -0.254 -0.6 -0.3 0.7 -0.188
C 1.802 -0.842 -2.691 -0.5 0.1 0.6 -0.210
H 1.190 2.080 -1.916 0.4 0.0 0.0 0.027
H 2.969 1.831 -1.994 -0.2 -0.3 0.2 0.104
H 2.189 2.258 -0.442 0.2 0.0 -0.2 0.067
C 2.065 1.696 -1.376 -0.8 0.4 0.4 -0.213
H 0.844 -0.602 -3.150 0.0 0.0 -0.2 0.056
H 2.621 -0.444 -3.293 0.0 0.1 0.1 0.092
H 4.236 -0.185 -0.830 -0.2 0.0 -0.1 0.098
H 3.439 -1.660 -0.206 0.1 0.1 0.0 0.077
H 1.891 -1.919 -2.577 0.1 -0.1 -0.1 0.041
H 3.427 -0.158 0.760 0.2 0.0 -0.1 0.072
C 0.993 -1.652 1.564 4.3 -3.5 6.9 -0.341
O 1.581 -2.213 2.386 -2.1 2.2 -3.2 0.255
Cl -0.130 -2.992 -0.846 -0.2 -1.1 -1.0 0.354
C -3.090 -2.307 0.760 0.4 -0.6 -0.5 -0.150
S -2.104 -0.992 1.448 -2.2 -0.1 0.7 0.807
C -3.213 0.393 1.285 -0.1 0.7 0.1 -0.178
O -1.824 -1.259 2.868 0.5 0.2 -0.5 -0.230
H -3.669 -1.895 -0.069 0.0 0.1 0.0 0.107
H -3.726 -2.668 1.567 0.0 0.0 0.1 0.115
H -2.393 -3.065 0.403 -0.4 -0.2 0.1 0.020
H -4.226 0.015 1.492 0.3 0.1 0.0 0.116
H -2.923 1.129 2.042 -0.1 -0.2 0.0 0.092
H -3.144 0.829 0.280 -0.1 -0.4 0.2 0.026
```
Positions in Å, forces in eV/Å.

Entry 3:
# CHO2PS

A molecular structure, CHO2PS at a distorted geometry (ωB97M-V with the def2-TZVPD basis set, the Open Molecules 2025 dataset).

Energy above the lowest of the compared OMol25 structures with the same formula, charge and spin in kcal/mol: 4.8
Gap between HOMO and LUMO in eV: 8.583
Strongest force on any atom in hartree/bohr: 0.052
HOMO level in eV: -9.6

Structure (XYZ):
```
6
Properties=species:S:1:pos:R:3:forces:R:3:lowdin_charge:R:1
C -0.505 0.471 0.041 -2.6 -0.1 -0.5 -0.457
O -0.932 1.295 -0.742 -0.5 0.8 -0.4 -0.052
O -1.378 -0.200 0.774 0.3 0.4 -0.3 -0.306
P -2.905 0.746 0.441 -0.5 -0.9 -0.6 0.542
S -4.123 -0.328 -0.609 1.3 0.8 0.9 0.150
H 0.515 0.281 -0.001 2.0 -0.9 0.9 0.123
```
Positions in Å, forces in eV/Å.

> The highest energy above the lowest of the compared OMol25 structures with the same formula, charge and spin belongs to which entry?

C8H18Cl2O3PPtS